No. 1
DFT (ωB97M-V with the def2-TZVPD basis set) results for a molecular structure, C21H31F5P2Sn.

- energy relative to the best compared isomer or geometry (same formula, charge and spin) (kcal/mol) = 76.6
- Kohn-Sham gap (spin up / spin down) (hartree) = 0.198 / 0.193
- net charge = 0

CARTESIAN COORDINATES (ANGSTROEM)
H (4.07, -1.65, 1.48)
H (-3.80, -3.26, -1.81)
C (-4.22, -0.29, -2.67)
H (-2.41, 0.94, 0.98)
F (-1.07, 0.86, 5.51)
C (-2.31, -1.09, 0.47)
C (-2.92, 0.33, 0.19)
H (2.49, -1.13, -3.04)
C (2.65, 0.81, -1.99)
C (0.03, 1.21, 4.80)
C (0.26, 2.41, -1.82)
H (-3.99, -0.85, -3.59)
F (2.82, 3.53, 4.98)
C (-2.65, -2.26, -0.38)
H (0.96, -0.22, -2.86)
H (-2.08, 1.91, -1.03)
H (2.10, 3.13, 1.03)
H (3.66, 0.67, -1.57)
P (1.57, 1.62, -0.74)
C (1.91, -0.48, -2.38)
H (0.57, -2.88, -2.94)
C (2.03, 2.54, 4.55)
C (-3.67, -2.33, -1.25)
C (1.44, 0.91, 2.81)
H (-5.58, -1.76, -1.86)
C (-4.66, -1.23, -1.55)
H (-2.58, -1.32, 1.52)
H (-4.92, -0.62, -0.67)
H (-0.21, -3.52, -1.50)
H (-4.00, 0.35, 0.45)
H (2.80, -1.97, 2.73)
C (0.08, -2.59, -2.00)
H (-1.98, -3.12, -0.24)
H (-0.35, 3.11, -1.21)
H (-2.51, 0.99, -3.23)
C (2.57, -3.03, -0.99)
C (2.33, 1.82, 3.38)
H (2.71, 1.50, -2.85)
H (-1.21, -1.01, 0.42)
F (-0.52, -0.39, 3.09)
C (-3.04, 0.58, -2.36)
H (-0.84, -2.03, -2.23)
F (0.59, 2.88, 6.40)
H (-0.43, 1.66, -2.25)
C (0.89, 2.20, 5.26)
C (2.48, 2.98, 0.01)
H (3.62, -2.72, -1.08)
C (3.29, -1.18, 2.10)
C (-2.70, 1.00, -1.13)
H (2.28, -3.69, -1.83)
C (0.33, 0.60, 3.57)
H (3.67, -0.41, 2.78)
H (2.43, -3.61, -0.07)
H (2.28, 3.86, -0.61)
Sn (1.72, -0.19, 0.91)
H (3.55, 2.73, 0.04)
P (1.34, -1.66, -0.98)
H (-5.09, 0.36, -2.90)
F (3.57, 1.98, 2.82)
H (0.67, 3.01, -2.67)

Here are the natural (NBO) charges for atoms 1 to 5, given in e: 0.21 0.20 -0.43 0.22 -0.30

***

No. 2
DFT (ωB97M-V with the def2-TZVPD basis set) results for a molecular structure, C21H31MgO4.

- Kohn-Sham gap (hartree) = 0.190
- net charge = -1

CARTESIAN COORDINATES (ANGSTROEM)
C (-1.63, -0.13, 4.44)
H (-0.05, 0.24, -2.59)
C (1.46, -1.57, -6.99)
H (-2.52, 0.86, -2.08)
O (1.55, -1.96, 1.51)
C (-1.77, -1.20, 3.55)
H (1.76, -0.01, -0.19)
C (-2.21, 0.52, -1.09)
O (1.08, -2.66, 3.53)
C (2.19, 0.88, 2.72)
H (-0.63, -1.20, -7.40)
H (0.22, -1.90, 5.24)
H (-1.22, -0.20, 5.44)
H (-1.57, 2.76, 0.51)
H (-0.01, 3.06, -0.27)
H (1.89, 0.09, 4.78)
C (0.10, -0.24, -5.61)
H (0.40, 0.21, -7.73)
H (0.61, -3.17, -5.80)
H (2.89, 0.18, 2.31)
H (-1.45, -2.21, 3.71)
C (1.59, 1.94, 2.04)
H (-2.91, 1.38, 1.78)
O (-0.24, 0.37, 0.37)
H (1.77, 2.22, 1.02)
H (-1.50, 3.13, -1.22)
C (-2.49, 0.70, 2.50)
C (-0.99, 2.61, -0.40)
H (-2.99, 0.80, -0.39)
C (0.26, 0.73, -1.67)
H (0.94, 1.55, -1.91)
H (2.03, -2.02, 5.22)
C (-2.28, -0.69, 2.34)
C (0.65, 2.55, 2.90)
H (0.03, 3.40, 2.67)
C (-0.89, 1.14, -0.73)
H (-2.14, -0.56, -1.11)
C (-2.08, 1.04, 3.80)
Mg (-0.16, 0.32, 2.59)
C (0.71, 1.87, 4.14)
H (0.71, 0.64, -5.38)
C (1.01, -1.71, 2.57)
H (-0.94, -0.01, -5.33)
O (0.55, -1.35, -4.82)
H (0.14, 2.11, 5.02)
H (2.38, -0.99, -6.96)
H (1.53, -2.26, -7.83)
C (0.75, -0.17, -0.55)
C (1.64, 0.82, 4.02)
C (0.25, -0.65, -7.06)
H (1.04, -3.48, 5.38)
H (0.60, -1.24, -0.69)
H (2.16, -2.58, -5.18)
C (1.23, -2.28, -5.67)
H (-2.11, 2.03, 4.23)
C (1.08, -2.49, 4.90)
H (-2.43, -1.26, 1.44)

Here are the natural (NBO) charges for atoms 1 to 5, given in e: -0.38 0.21 -0.43 0.20 -0.74

***

No. 3
DFT (ωB97M-V with the def2-TZVPD basis set) results for C21H31N3 in the gas phase.

- energy relative to the best compared isomer or geometry (same formula, charge and spin) (kcal/mol) = 5.7
- Kohn-Sham gap (hartree) = 0.325
- structure (SMILES) = CNC[C@@H](C)NC[C@@H](Cc1ccccc1)NCCc1ccccc1
- net charge = 0

CARTESIAN COORDINATES (ANGSTROEM)
C (0.17, 0.67, 1.24)
C (-3.26, -1.01, 0.68)
H (1.33, 2.93, 2.76)
H (1.75, 2.92, -3.90)
C (-0.42, -1.38, -1.57)
H (1.27, -2.32, -2.50)
H (-0.87, -1.31, -2.56)
C (-0.87, -0.29, 0.62)
H (2.26, 2.05, 0.62)
C (1.41, 3.57, 1.88)
C (-3.83, -0.96, -0.59)
H (2.36, 2.18, -1.77)
H (-5.60, -3.84, -0.52)
C (3.59, -1.32, 1.09)
C (-4.95, -3.05, -0.19)
H (-0.65, -1.31, 0.96)
H (2.04, -4.19, 1.93)
H (-0.63, 2.44, 0.62)
H (-4.59, -3.94, 1.72)
C (1.87, -1.85, -0.51)
H (-3.09, -2.14, 2.49)
H (-0.05, 0.81, 2.31)
H (3.83, -2.68, 2.72)
C (2.28, -3.29, 1.37)
H (0.58, 4.23, -0.72)
H (0.76, 4.18, -3.16)
H (1.16, 0.20, 1.17)
H (3.13, -0.13, -0.63)
C (1.58, -3.00, 0.22)
C (-4.38, -3.10, 1.07)
H (0.80, -3.67, -0.12)
C (1.49, 3.61, -0.64)
H (-2.30, 0.13, 2.21)
C (3.29, -2.45, 1.81)
H (1.48, -0.59, -2.19)
H (0.57, 4.27, 1.89)
C (1.11, -1.52, -1.77)
H (-0.41, 0.62, -1.12)
C (2.89, -1.02, -0.07)
C (1.67, 3.59, -3.05)
H (2.33, 4.14, 1.95)
H (4.38, -0.66, 1.42)
H (-5.11, -1.92, -2.00)
H (2.53, 4.28, -3.05)
H (2.35, 4.30, -0.53)
N (0.21, 1.89, 0.48)
H (-0.83, -2.27, -1.09)
H (-2.59, 1.02, 0.69)
C (-4.67, -1.97, -1.02)
C (1.39, 2.72, 0.61)
N (1.56, 2.80, -1.84)
N (-0.87, -0.23, -0.82)
H (-3.60, -0.13, -1.23)
C (-3.54, -2.09, 1.50)
C (-2.30, 0.06, 1.12)

Here are the natural (NBO) charges for atoms 1 to 5, given in e: -0.22 -0.03 0.21 0.20 -0.19

***

No. 4
DFT (ωB97M-V with the def2-TZVPD basis set) results for 2 unconnected molecules or ions with the total composition C21H31N3O4.

- Kohn-Sham gap (hartree) = 0.198
- net charge = +2

CARTESIAN COORDINATES (ANGSTROEM)
H (-0.73, -1.65, 1.53)
H (3.30, -1.78, 1.47)
H (-1.92, -5.19, 3.30)
C (-2.56, -2.05, 2.80)
H (0.52, -0.44, -4.01)
H (3.16, 2.89, -1.81)
C (2.18, -1.95, 1.67)
H (2.07, 0.01, 2.85)
H (-0.41, 5.12, -2.73)
H (-2.06, 0.80, -0.99)
H (-1.05, -1.84, -3.29)
H (0.36, -3.54, 0.32)
C (-0.36, -3.59, 2.53)
C (0.91, 1.55, -3.28)
H (-2.23, -2.30, 3.88)
C (0.23, 0.34, -3.32)
C (1.27, 3.82, -2.29)
H (0.76, -1.22, 3.35)
C (-0.88, -5.08, 2.86)
H (0.96, 7.19, -2.65)
H (4.41, 5.03, -1.76)
O (-1.24, -6.43, 0.69)
H (-0.13, -5.46, 3.65)
C (-1.22, 1.05, -1.63)
H (3.05, 8.12, -1.50)
H (-3.14, -0.37, 1.97)
H (-3.89, -3.85, 2.59)
O (2.01, -3.38, 1.82)
H (-3.89, -2.98, 0.35)
H (-2.54, -1.04, -2.71)
H (0.15, -3.29, 3.51)
H (-0.93, 3.00, -0.83)
C (-1.38, -2.55, 1.84)
H (1.62, -1.51, 0.76)
C (-0.54, -5.74, 1.45)
C (3.50, 7.44, -2.23)
C (3.34, 5.01, -1.97)
H (-4.76, -2.34, 3.20)
O (0.83, -5.28, 1.24)
H (2.57, -1.49, 3.85)
H (-1.80, -2.97, 0.85)
H (-4.57, -1.48, 0.83)
C (-3.97, -2.71, 2.44)
N (2.72, 6.18, -2.21)
C (-1.48, -1.21, -2.51)
C (0.65, 5.05, -2.50)
C (2.63, 3.82, -2.01)
N (-0.80, 0.10, -2.49)
C (0.52, 2.54, -2.37)
H (-1.33, -1.68, -1.54)
O (-2.60, -0.58, 2.76)
C (-0.58, 2.27, -1.55)
C (1.86, -1.12, 3.03)
H (3.44, 7.85, -3.23)
N (-4.45, -2.48, 1.05)
H (1.74, 1.71, -3.96)
C (0.73, -3.83, 1.36)
H (4.53, 7.24, -1.96)
C (1.40, 6.22, -2.47)

Here are the natural (NBO) charges for atoms 1 to 5, given in e: 0.21 0.20 0.25 0.07 0.26

***

Maximum force readings, ordered: 2.68, 3.16, 0.48, 4.81 eV/Å